Computed, not measured: a 2-piece molecular cluster, C15H35F3N4O3P overall, with wB97M-V/def2-TZVPD.

Positions of all 61 atoms, in Å:
C  4.78  -0.98  3.90
N  5.30  -1.42  2.57
C  6.02  -0.25  1.91
C  5.69  -0.14  0.44
O  4.31  0.05  0.28
C  3.49  -0.98  0.83
C  4.25  -2.03  1.64
C  3.34  -3.04  2.36
C  2.02  -2.52  2.90
O  1.08  -2.55  1.84
C  -0.23  -2.24  2.23
C  -0.45  -0.74  2.43
F  0.27  0.00  1.56
F  -1.75  -0.45  2.27
F  -0.11  -0.33  3.68
H  4.51  -1.84  4.51
H  5.58  -0.45  4.41
H  3.94  -0.31  3.74
H  5.98  -2.15  2.72
H  7.08  -0.35  2.11
H  5.67  0.66  2.40
H  6.18  0.76  0.07
H  6.09  -0.98  -0.14
H  2.67  -0.51  1.37
H  3.04  -1.53  0.00
H  4.83  -2.61  0.93
H  3.14  -3.87  1.70
H  3.89  -3.47  3.20
H  2.11  -1.49  3.28
H  1.69  -3.12  3.75
H  -0.52  -2.75  3.15
H  -0.89  -2.56  1.43
O  -5.24  0.36  -1.61
P  -4.23  1.26  -2.20
N  -3.53  0.46  -3.49
C  -2.14  0.51  -3.88
C  -4.38  -0.43  -4.27
N  -3.11  1.51  -0.90
C  -1.84  0.80  -0.88
C  -3.73  1.48  0.42
N  -4.16  2.82  -2.77
C  -4.68  3.13  -4.10
C  -4.07  3.97  -1.86
H  -2.05  0.42  -4.96
H  -1.56  -0.30  -3.43
H  -1.69  1.46  -3.61
H  -5.01  0.12  -4.98
H  -5.03  -1.02  -3.63
H  -3.77  -1.12  -4.85
H  -1.95  -0.28  -1.02
H  -1.36  0.96  0.09
H  -1.14  1.19  -1.62
H  -3.90  0.45  0.77
H  -4.70  1.98  0.41
H  -3.09  2.00  1.13
H  -3.87  3.42  -4.77
H  -5.41  3.94  -4.06
H  -5.19  2.27  -4.54
H  -3.03  4.22  -1.66
H  -4.57  3.80  -0.91
H  -4.54  4.84  -2.32

Largest force on an atom, eV/Å: 3.399
Energy, a.u.: -1677.9888
E_LUMO, eV: -3.13
HOMO-LUMO gap, eV: 6.67
Total charge: +1

natural (NBO) atomic charge list, values in e, 4 entries: atom 1 (C): -0.42, atom 2 (N): -0.34, atom 3 (C): -0.24, atom 4 (C): -0.09